Formula: C24H43Cl2CrF3N3O7SSi
Source: the Open Molecules 2025 dataset
Level of theory: wB97M-V/def2-TZVPD

The geometry in ORCA input format:
```
! wB97M-V def2-TZVPD RIJCOSX def2/J DEFGRID3
* xyz -1 5
H 1.8359 0.5649 -3.9976
H -1.7920 3.6240 4.0534
H 3.5538 0.1799 -4.2799
C -2.3142 -3.3112 -0.9764
C -0.5576 4.6992 -4.0740
H -0.4077 4.7098 3.7816
C 3.2384 -1.8964 -2.8891
H 2.0017 -1.5881 2.7038
O 0.5668 -0.9125 0.8109
H -1.8176 -2.7986 -6.2879
H -0.1263 -3.2819 -6.1525
H -2.1450 5.1037 -1.0980
H 1.6098 -2.9915 3.7574
H 1.8759 5.0215 -3.1346
H -0.5618 -5.9866 0.2250
H -2.8781 -5.0426 0.1859
H -3.3127 -0.7408 -4.8497
C 0.0473 -3.0948 -1.4359
H -0.5335 -1.5684 -6.4217
C -2.0838 4.3381 -1.8808
H 2.0681 2.3103 4.0114
H -2.5898 0.5351 -3.8537
H 1.3466 -4.6520 -0.7448
C 1.0824 1.9931 4.3881
H -0.8292 -4.4164 2.3962
H -1.1026 2.7555 1.9778
C -4.0686 -0.5756 1.1774
O -1.9417 0.6322 0.2948
H 2.4033 -1.1102 -0.5358
H -1.4786 4.3316 -4.5389
C -1.5335 -1.3493 -3.7817
H 1.6593 5.3618 -1.4277
H -1.2449 -1.8443 1.0528
H -1.7381 -3.0166 3.0536
H 2.1892 3.7639 -1.9464
C 1.5125 4.5900 -2.1954
N 0.0189 2.6374 3.6523
H -2.6371 3.4625 -1.5360
H 3.5555 -2.4577 -2.0080
H 2.4213 -2.4374 -3.3858
H -0.3505 -3.7124 3.9807
C 2.3838 -0.2740 -1.2569
C -0.7457 -3.4852 2.9796
H -3.3057 -2.8791 -1.0276
O -0.3540 -0.5420 -1.9198
Cr 0.0544 0.9780 -0.2503
C 1.5696 -2.5943 2.7396
H 1.0007 0.9010 4.2792
H -2.3987 -0.8300 -1.9072
H 0.8443 -2.4520 -1.8129
Cl -0.2777 1.7681 -2.4555
O 0.5032 1.4599 1.7508
S -2.6476 0.5239 1.6127
H 0.9774 2.2789 5.4377
O -1.8997 -0.2276 2.6016
F -4.5525 -0.2558 -0.0422
C -0.2234 2.2642 2.3951
H 3.1107 1.4405 -3.0775
H -1.8169 0.0283 -5.3877
C -1.2623 -2.6220 -1.5713
H -0.2108 -2.9842 -3.8650
H 4.0611 -1.8057 -3.6010
N 0.1787 -2.5515 2.3446
F -5.0686 -0.4887 2.0772
H 0.2614 4.5002 -4.7717
H -0.6558 5.7836 -3.9796
C 2.8206 0.4770 -3.5158
C -0.1923 -1.7290 1.3626
H 2.1524 -3.2520 2.0746
C -2.0518 -4.5098 -0.3053
C -2.3554 -0.3231 -4.4934
Si -0.2748 3.9308 -2.2955
O 1.9801 0.8674 -0.8751
H -0.5175 3.7797 5.3101
C -0.8322 -2.2910 -4.4275
C -0.7526 -5.0233 -0.2523
C -0.7128 3.7506 4.2363
C -0.8363 -2.4906 -5.9038
C 0.3095 -4.3141 -0.7992
H -2.6282 4.7311 -2.7471
Cl -0.0611 3.5685 -0.0852
O -3.2254 1.7752 2.0485
C -1.4537 -1.2791 -2.2562
F -3.6714 -1.8806 1.1409
N 2.8122 -0.5574 -2.4891
*
```

Values from the calculation:
Orbital gap (spin up / spin down) in eV: 5.8265 / 6.6435
HOMO (spin up / spin down) in eV: -3.42 / -4.24

Formula: C24H43Cl2EuN4O4SSi
Source: the Open Molecules 2025 dataset
Level of theory: wB97M-V/def2-TZVPD

The geometry in ORCA input format:
```
! wB97M-V def2-TZVPD RIJCOSX def2/J DEFGRID3
* xyz 0 7
H -2.6820 -0.6151 -4.4359
H -2.6273 5.6811 -1.7401
H 2.1438 -2.9461 -3.6185
C -1.0779 -1.7947 -3.6287
C 1.0991 3.3348 4.0367
C -1.5930 -0.5425 -4.2701
H 1.0782 -0.4036 -3.8505
N -1.3150 0.5167 1.9639
H 1.9345 4.8950 -2.3101
C -1.0958 -3.2248 -1.4589
O -0.2646 -0.9784 -1.5537
C -1.0396 -4.3262 2.6419
C -1.6192 5.4939 -1.3356
H -1.9710 -3.9447 2.2074
H 1.7573 -4.5877 2.6623
S -1.0815 0.8062 4.7321
C -0.0663 -2.3184 1.6247
C -1.1950 -1.8191 -2.1003
C -1.2198 0.6217 3.1524
H 1.0510 -3.2222 -1.4888
H 0.6363 -3.2801 -6.0260
H -1.1338 -0.3565 -5.2497
H 1.2083 -5.6193 -0.7320
H -1.7236 4.3936 2.4722
C -2.1836 -5.2086 -0.6443
H -0.1848 7.3740 -4.4975
H 1.6317 6.4746 -1.5303
N 0.0506 -3.3790 2.4220
H -1.8947 7.0952 -4.1229
C -0.3719 -2.9144 -5.7792
C 0.2353 -5.1349 -0.8250
H -1.6204 4.5101 -0.8507
N 0.1692 3.6113 2.9487
H 2.7526 0.0482 -4.2655
C -0.9390 -5.8296 -0.5152
C 0.1531 -3.8128 -1.2669
C 2.7512 -0.9682 -1.2500
Cl -0.6356 2.2680 -1.5152
C 0.3685 3.0861 1.7423
C -0.5498 -2.8301 -4.3001
H 1.9955 -2.8232 2.8916
H 3.0358 -1.8870 -0.7027
C 2.0501 -0.0952 -3.4336
O 2.6004 0.1273 -0.6563
C 1.3259 -3.6653 3.0706
Eu 0.3433 0.4992 0.1030
H -1.1780 -4.4867 3.7189
C -0.8970 7.2057 -3.6811
H 3.6920 -2.1646 -4.0268
H 1.8582 6.3830 -3.2848
H -1.0783 -2.1357 1.2104
H -0.5242 -1.9648 -6.3105
H -0.2809 -3.7417 -3.7622
H -1.0762 -3.6441 -6.2083
O 1.2843 2.2584 1.4880
H 1.8278 2.5929 3.7045
H -3.2321 -3.4099 -1.2630
H 1.9218 0.8284 -2.8580
H -0.8947 -6.8675 -0.1771
H -3.1001 -5.7401 -0.3878
H 0.5365 2.9408 4.8916
Si -0.4020 5.6375 -2.7434
Cl -0.5741 4.0870 -4.1369
H -1.4165 6.2683 -0.5823
N 2.5664 -1.1512 -2.5668
H -1.3854 4.2002 4.2203
C 2.9989 -2.3897 -3.2029
C -2.2665 -3.9036 -1.1184
O 0.8909 -1.5481 1.3476
H -1.4038 0.3230 -3.6168
H 1.1544 -3.8071 4.1429
H -0.8078 -5.2955 2.1776
H -0.3437 3.3732 0.9446
C 1.4271 5.8608 -2.4172
C -0.9582 4.4864 3.2519
H -0.6222 5.5329 3.3158
H -2.1974 -1.3943 -1.8806
H 3.5012 -3.0094 -2.4482
H -0.9016 8.0983 -3.0387
H 1.5950 4.2677 4.3348
*
```

Values from the calculation:
Orbital gap (spin up / spin down) in eV: 7.6792 / 8.6393
HOMO (spin up / spin down) in eV: -8.20 / -8.21

Formula: C24H43Cl2F3FeN3O4Si
Source: the Open Molecules 2025 dataset
Level of theory: wB97M-V/def2-TZVPD

The geometry in ORCA input format:
```
! wB97M-V def2-TZVPD RIJCOSX def2/J DEFGRID3
* xyz 0 6
C 2.9783 3.4409 -0.3542
H -1.6276 3.1601 -4.3771
H -2.5259 6.5878 -1.0991
H -3.0079 0.7630 -0.2961
H 5.4824 1.0207 2.8949
H 5.5046 0.5811 1.1577
O 1.8574 -0.3345 1.1089
H 1.9851 -6.1953 3.4223
H -0.5440 1.2348 2.6217
F 3.6819 -1.7941 -0.8329
C -3.8243 -2.3931 -0.7502
O -1.5092 1.7016 -1.5468
O 2.0409 -3.6008 1.0223
H -0.6621 2.9404 0.8429
H 1.0480 3.8777 2.4007
C -3.3638 0.7808 0.7563
H 3.4093 0.4639 -0.0255
H 1.3140 -4.5682 3.1300
C -1.6380 -4.2137 -1.9377
H -4.5363 -1.8342 -1.3888
H 2.1602 0.0772 3.3267
H 5.1157 2.2475 1.6574
H 2.3508 1.8485 3.2850
Si -2.1214 -2.3846 -1.6074
C 2.8853 0.8906 3.2578
H 3.6131 0.8394 4.0662
H 4.0012 3.5833 -0.7273
C 2.9418 0.2870 0.9567
C 1.2870 -5.6119 2.8289
H -3.8486 -1.9944 0.2780
C 2.3551 -1.7003 -1.1397
C -1.5321 4.7726 -1.5942
H -2.7595 2.2896 -3.3242
C 5.0019 1.1860 1.9237
Cl -0.3732 -0.9995 -1.1772
C -1.1964 0.6645 1.9226
C 1.9596 -4.8073 0.6579
H 0.3204 -6.0267 3.0836
H -1.6987 -1.5056 -3.9442
H 0.0387 2.1058 -2.7685
H -3.6339 5.2895 -1.6787
H 0.6287 -7.6726 1.3706
H -3.6293 2.7189 2.5774
C 2.0019 2.9113 -1.2091
H -1.9928 -4.4792 -2.9445
H -0.5561 -4.4107 -1.8838
N -2.3349 1.3567 1.6139
C 2.6461 3.8130 0.9521
C -0.4602 2.4778 -1.8559
H -3.0557 -0.6387 -3.1921
C -1.4315 3.6140 -2.2793
C 1.3358 3.5996 1.3840
C -2.6039 2.6749 2.1730
Cl -1.1991 -3.2840 0.6997
H -3.6312 -0.2367 1.0913
O -0.9494 -0.4751 1.5272
C 0.6584 2.8008 -0.8238
H -2.1375 -4.8980 -1.2257
Fe 0.8635 -2.0163 0.4819
H -0.7617 5.0765 -0.8691
H -2.5015 3.4441 1.3863
C -2.6405 5.7579 -1.8136
H 2.3681 -7.7167 1.1124
H -3.0484 4.0017 -3.7444
C -2.2748 3.2646 -3.4906
H -4.1456 -3.4569 -0.7369
H 1.2960 -7.0732 -0.1932
H -4.2530 1.4293 0.8371
N 3.6047 0.7773 2.0051
H 2.2931 2.6222 -2.2225
H 2.2146 -5.1000 -0.3611
F 2.2380 -0.4711 -1.7626
F 2.1169 -2.6369 -2.1124
H -3.2774 -2.2908 -3.8073
H -2.6160 6.2002 -2.8246
C 0.3716 3.0759 0.5077
N 1.5272 -5.7968 1.4231
H -1.8684 2.8650 2.9667
C 1.4545 -7.1465 0.8898
C -2.5729 -1.6205 -3.2929
H 3.3929 4.2691 1.6139
*
```

Values from the calculation:
ΔE to the lowest compared entry with this formula, charge and spin in kJ/mol: 244.0
Orbital gap (spin up / spin down) in eV: 7.0011 / 2.9984
HOMO (spin up / spin down) in eV: -6.72 / -5.57

Formula: C24H43Cl2F3N3O7SSiTb
Source: the Open Molecules 2025 dataset
Level of theory: wB97M-V/def2-TZVPD

The geometry in ORCA input format:
```
! wB97M-V def2-TZVPD RIJCOSX def2/J DEFGRID3
* xyz 0 7
Si 2.6150 4.6779 -2.5651
H -0.0171 10.0319 -3.7578
H 4.1519 8.8205 -1.0860
C 5.0195 1.3656 0.0535
C -1.8670 2.1039 -2.3479
O -0.5984 1.8663 2.1207
H 5.0843 -1.3877 1.6035
F -1.1769 -0.6404 3.1389
H 6.0169 7.5061 0.8467
C 0.9866 5.1920 -3.5423
C 2.0933 6.9810 -0.8926
H 3.6643 4.3059 -4.7944
C 0.8939 8.6008 -2.4346
C -0.6852 -2.7929 -1.9687
O -3.0273 2.4859 2.2553
O 1.9134 5.6083 -1.2150
H -0.5761 2.6617 -4.8113
O 0.0432 -0.6517 -0.2517
Cl 4.3691 4.3477 -1.5190
O -0.7392 1.5401 -2.1374
H -1.2601 1.0242 -4.6837
O -2.0816 1.0290 0.4480
N 4.3093 0.1263 0.3457
H 1.2132 7.2130 -0.2549
C 3.1015 8.6992 -4.1689
H 3.9620 8.6964 -4.8411
H 2.5919 2.3538 -3.4932
Cl -0.7234 4.2444 -0.2263
H 6.1174 9.0750 0.0500
H 2.9312 5.9288 -4.7852
H 4.5184 5.6600 -4.0309
H 2.4785 -0.8084 0.5811
H 0.1252 4.9977 -2.8900
H 2.6824 5.5224 1.1603
H -3.9847 3.4929 -2.8963
H -2.5333 2.3209 -1.5095
C 5.4526 8.4113 0.6039
C 2.9869 0.1465 0.4062
H 4.9129 1.6457 -1.0018
H 3.0921 6.9580 2.1125
C 2.0523 7.8748 -2.1446
H 1.0053 6.2677 -3.7563
C 1.9669 9.4607 -4.4398
N -2.2788 2.4764 -3.5509
H 2.5369 2.2734 -1.7344
H 6.0724 1.1908 0.2631
F -3.2298 -0.8149 2.3271
H 4.6370 2.1867 0.6668
H -3.6662 3.5449 -4.6746
C 3.5230 5.2215 -4.1954
H 0.0568 8.5208 -1.7390
F -2.8451 0.3834 4.1397
H -2.4896 -3.2650 0.8491
C -3.2184 3.5892 -3.6758
C -1.5088 2.0895 -4.7287
H 4.3897 6.0100 1.4077
C 0.8693 9.4167 -3.5720
H 6.0871 -0.9236 0.2020
O 2.3330 1.2253 0.2434
C -1.9679 -3.6421 -0.0324
H 1.0565 2.6960 -2.7285
H 0.8651 4.6580 -4.4932
C 2.1415 2.8242 -2.6012
Tb 0.2230 1.8846 -0.0803
N -1.1667 -2.5726 -0.6152
C -2.3511 0.0302 2.9389
H -2.7003 -3.9855 -0.7771
H 5.2019 8.9328 1.5355
H 1.9535 10.0943 -5.3303
H -1.3300 -4.4900 0.2693
C 3.1544 7.9278 -2.9983
H -0.1903 -1.8977 -2.3392
C 5.0614 -1.1049 0.5401
H -2.6937 4.5520 -3.5487
H 0.0100 -3.6427 -1.9916
C 3.3299 7.2003 0.0050
H -1.1051 -1.6049 1.1816
H 4.6010 -1.9244 -0.0223
C 4.2667 8.1339 -0.2461
C -0.7221 -1.5618 0.1480
S -2.0412 1.5359 1.8480
H 4.0687 7.3958 -2.7321
H -1.5418 -3.0344 -2.6046
H -2.1283 2.2883 -5.6020
C 3.3693 6.3643 1.2345
*
```

Values from the calculation:
ΔE to the lowest compared entry with this formula, charge and spin in kJ/mol: 369.3
Orbital gap (spin up / spin down) in eV: 5.3702 / 5.9317
HOMO (spin up / spin down) in eV: -6.26 / -6.26

Formula: C24H43Cl2N4O4PtSeSi
Source: the Open Molecules 2025 dataset
Level of theory: wB97M-V/def2-TZVPD

The geometry in ORCA input format:
```
! wB97M-V def2-TZVPD RIJCOSX def2/J DEFGRID3
* xyz -1 3
H -1.0186 4.1364 -0.2311
C -2.8684 0.3460 1.5038
C -1.6422 1.7799 2.9850
H 6.4251 -1.0115 -1.8152
N -4.0232 -0.8528 -1.4701
H -1.7211 4.1611 -3.2910
Se 2.9071 -3.9966 3.3904
H -1.7393 5.8456 -1.4000
H -6.1192 -0.6983 -1.8259
C -3.5994 -0.9073 -2.8697
C 4.1220 -1.5805 -0.6652
C 1.1165 -1.0271 4.2806
H -0.5700 2.2933 -4.9472
C -2.7955 5.4532 -1.3202
O 0.9870 -0.6997 0.6936
H -3.0744 0.2399 3.6544
H 1.6124 2.0999 -1.0145
C -3.6764 -1.9836 -0.6809
H -2.6588 -1.4730 -2.9717
H -5.9563 4.5964 -1.7048
H 0.1571 0.6754 -4.5011
Si -0.3579 2.2433 -2.5846
H 2.0003 2.9130 -2.5655
C 5.0092 -3.8109 -1.1314
H -0.2584 4.7355 -2.2920
H 6.7811 -1.3374 -0.0869
H 0.2385 -0.7120 4.8361
H 1.8550 -0.2150 4.2519
C 6.4866 -1.7865 -1.0401
N 5.1588 -2.3591 -0.8928
C 1.4471 2.0723 -2.1055
C -1.7411 3.3359 -0.4261
H -3.4277 0.1410 -3.2216
H -3.2778 5.9985 -0.4373
H 2.1932 0.0832 2.2973
H -5.3166 0.8887 -1.4707
H 4.2918 -4.0788 -1.9170
C -4.2879 3.4686 -0.7933
C -5.3328 -0.2064 -1.2070
N 0.7106 -1.2541 2.8876
H -3.4800 -0.5344 1.3140
H -1.6449 0.9256 -4.3801
H 5.9960 -4.1747 -1.4058
H -3.2442 5.6697 -2.3320
H -6.2307 3.6553 -0.1769
H -5.4476 5.2097 -0.1220
H -1.3079 1.9491 3.9939
Cl 1.5500 -1.9884 -3.4442
H -0.1091 4.4037 -4.0771
H -0.0889 -3.1675 2.5354
O 2.9695 -2.1422 -0.5724
C -1.2254 2.5463 1.9119
C 3.8185 -2.6908 2.5884
C -0.6438 1.4075 -4.2802
O -1.7014 2.7760 -1.7187
H -4.3527 2.5651 -0.2127
C -1.7611 2.2961 0.6744
H -0.5110 3.3588 2.0105
Pt 1.1682 -1.5008 -1.2161
H 1.8723 1.1446 -2.5182
H 1.5664 -1.9409 4.6778
H 4.2979 -0.5025 -0.4903
C -0.4425 -2.1200 2.6132
C -0.6187 4.1000 -3.1441
H -4.2230 -2.0309 0.2981
H 4.7433 -4.3500 -0.2057
H -4.3967 -1.3594 -3.4917
C 1.3734 -0.6315 1.9209
Cl -0.8774 -0.7058 -1.7102
H -5.6430 -0.2717 -0.1168
H -1.1404 -2.0241 3.4522
N 4.4302 -1.8150 2.0440
C -5.5072 4.2840 -0.7328
C -2.5369 0.7023 2.7930
C -3.0418 3.9661 -0.9392
H 7.1292 -2.6517 -1.3162
C -2.3629 1.0686 0.4073
O -2.8429 -2.8590 -0.9514
H -0.9571 -1.7887 1.6849
H -2.4337 0.7512 -0.6039
*
```

Values from the calculation:
ΔE to the lowest compared entry with this formula, charge and spin in kJ/mol: 422.5
Orbital gap (spin up / spin down) in eV: 6.0285 / 6.0644
HOMO (spin up / spin down) in eV: -3.58 / -4.69

Formula: C24H43ClCoP2
Source: the Open Molecules 2025 dataset
Level of theory: wB97M-V/def2-TZVPD

The geometry in ORCA input format:
```
! wB97M-V def2-TZVPD RIJCOSX def2/J DEFGRID3
* xyz 1 5
H 0.3283 1.9805 -4.4578
C -5.2016 -0.9287 -0.9880
C 2.9355 -1.2415 2.7852
H -0.0139 -0.7489 -1.1130
H 2.1838 0.4396 5.2188
H 1.9904 -3.4409 1.5662
H 0.3514 -4.2309 1.7260
H 4.2193 1.0426 -2.1042
C -3.6179 -2.8761 -1.8389
H 3.3087 -2.2405 2.5146
C -0.7610 -1.8889 2.9903
H -2.7956 -2.2343 2.2084
H -1.7890 -3.6782 2.5350
H -4.6065 -3.1913 -2.2410
H 1.5703 3.1543 -1.8979
H -2.1475 -0.6938 5.2688
H 3.0295 3.5671 -0.1544
H 0.4009 3.6697 -3.8854
H -5.0206 -0.5000 -1.9990
H 4.2936 3.0134 -1.3341
H 2.1211 0.3552 -2.1946
H -1.7127 3.5827 -2.9863
C -0.6118 -0.7105 3.7800
C 3.9748 3.0086 -0.2791
C 0.7590 -0.3396 3.8036
C 0.5354 -2.2105 2.4536
H 4.0521 -0.5767 -1.2700
C 0.8892 -3.2859 1.4824
H 1.3939 1.8913 0.2552
C -1.4408 1.3693 0.0777
P -3.9247 -2.0287 -0.2303
H -5.3105 -0.0824 -0.2937
C 1.4714 -1.2576 2.9926
C -2.0351 -2.6624 2.8838
C -0.2953 -0.5322 -3.3009
C 4.4853 0.4418 -1.2170
H -3.0413 -2.2928 -2.5913
H -2.3833 -0.6161 -3.9570
H 1.7974 1.5554 3.8744
H -1.1834 0.5550 0.8029
P 3.8289 1.2623 0.2819
H 2.3236 2.1976 -3.1748
H 4.7590 3.4266 0.3693
H -1.3625 0.4820 -4.9361
C 1.3922 2.3033 -2.5715
Cl -0.6221 2.8881 0.5540
H -2.5311 1.5470 -0.0180
H -6.1189 -1.5774 -0.9583
H -0.4462 -1.6313 -3.2017
C -1.7258 -0.0291 4.4968
C -1.2297 2.5941 -3.0521
H 0.5674 -0.4325 -3.9760
H 1.5690 0.1367 0.2542
H -2.5100 -2.7285 3.8886
C -1.5790 0.1435 -3.9005
H -2.5393 0.2362 3.8008
C 1.3725 0.7937 4.5554
H 3.4497 -0.9104 3.7136
C 0.2253 2.6174 -3.5661
H -3.0811 1.3206 -2.7987
C 1.9025 1.0516 -0.2343
C -1.9992 1.3274 -3.0149
H 3.2210 -0.5290 1.9776
C 1.3098 0.9475 -1.7280
H 0.6297 -2.9520 0.4454
H 5.5759 0.3961 -1.0681
H -3.0823 -3.8153 -1.5874
Co -0.8062 1.6013 -1.6788
H 0.5974 1.2772 5.1786
C 0.0753 0.0317 -1.9117
H -1.3644 0.8866 4.9751
*
```

Values from the calculation:
ΔE to the lowest compared entry with this formula, charge and spin in kJ/mol: 24.9
Orbital gap (spin up / spin down) in eV: 7.7619 / 4.8074
HOMO (spin up / spin down) in eV: -9.74 / -10.45

Number 1: E -124724.73734 eV. Number 2: E -102829.47634 eV. Number 3: E -113705.91432 eV. Number 4: E -118736.44844 eV. Number 5: E -141249.62191 eV. Number 6: E -94297.55033 eV.